# 1
{"formula": "C41H53N8O2OsS2", "method": "ωB97M-V with the def2-TZVPD basis set", "elements": ["Os", "C", "C", "N", "N", "C", "S", "N", "N", "H", "H", "H", "H", "H", "H", "C", "C", "C", "C", "C", "C", "C", "C", "C", "C", "C", "C", "N", "C", "C", "N", "C", "C", "C", "C", "C", "C", "C", "C", "C", "C", "C", "C", "H", "H", "H", "H", "H", "H", "H", "H", "H", "H", "H", "H", "H", "H", "H", "H", "H", "H", "H", "H", "H", "H", "H", "H", "H", "H", "H", "H", "H", "H", "H", "H", "H", "H", "H", "H", "C", "C", "C", "C", "C", "C", "C", "S", "O", "O", "N", "C", "C", "C", "C", "C", "N", "H", "H", "H", "H", "H", "H", "H", "H", "H", "H", "H"], "xyz": [[0.01947, -0.08627, -0.52921], [-1.76189, -2.07104, 4.09843], [-2.36797, -1.94483, 2.73186], [-3.65631, -2.01944, 2.52877], [-3.85239, -1.45526, 1.27991], [-2.70376, -1.05465, 0.72794], [-2.28068, 0.10056, -0.46346], [-1.74052, -1.36267, 1.63377], [-0.33804, -1.00538, 1.41564], [-2.59016, -1.92530, 4.78897], [-0.96615, -1.34179, 4.28279], [-1.32090, -3.04745, 4.22807], [-4.80545, -1.42097, 0.89873], [0.30306, -1.81876, 1.66200], [-0.03892, -0.25231, 2.08616], [-0.19855, 3.60666, 1.30410], [0.50499, 3.03018, 0.05184], [1.96489, 3.40966, 0.13766], [-0.12830, 3.35473, -1.26757], [-0.27674, 4.75208, -1.55856], [-1.17590, 5.13612, -2.55972], [-1.83941, 4.14458, -3.24675], [-1.63322, 2.77541, -3.06277], [-2.66048, 1.90193, -3.79204], [-2.80943, 2.25498, -5.28505], [-4.05692, 2.09316, -3.13643], [-0.68204, 2.36948, -2.10628], [-0.14368, 1.03266, -2.15727], [0.05762, 0.30135, -3.28342], [-0.10516, -1.06613, -3.14512], [-0.32924, -1.54609, -1.93927], [-0.87417, -2.84469, -1.61649], [-2.19240, -3.17474, -2.07118], [-2.62156, -4.51163, -2.05723], [-1.88593, -5.47146, -1.31146], [-0.63536, -5.10472, -0.82873], [-0.11357, -3.80922, -0.92037], [1.29795, -3.55334, -0.36814], [2.28836, -4.26560, -1.30060], [1.57602, -4.13824, 1.02936], [-3.17802, -2.14905, -2.61997], [-4.53518, -2.42943, -1.92775], [-3.34889, -2.20322, -4.14303], [0.28906, 3.20426, 2.22048], [-1.22042, 3.28199, 1.32624], [-0.17260, 4.69008, 1.32367], [0.36950, 1.91819, 0.19811], [2.09707, 4.51367, 0.16673], [2.61615, 3.00374, -0.65854], [2.32930, 3.01058, 1.07763], [0.37666, 5.44821, -1.03818], [-1.39379, 6.21186, -2.71543], [-2.56020, 4.44181, -4.02670], [-2.34310, 0.83135, -3.69846], [-3.33129, 3.20495, -5.40356], [-3.37309, 1.50766, -5.88054], [-1.89115, 2.33650, -5.83215], [-4.42980, 3.10867, -3.44637], [-4.03322, 1.97483, -2.05449], [-4.71777, 1.35431, -3.57955], [0.35809, 0.82679, -4.24416], [-0.02906, -1.67144, -4.07795], [-3.61400, -4.80312, -2.47197], [-2.24672, -6.50361, -1.18270], [-0.02026, -5.87466, -0.35302], [1.53954, -2.50925, -0.39698], [2.32189, -5.35349, -1.08542], [3.29068, -3.85329, -1.22506], [2.01512, -4.22613, -2.34789], [1.99604, -5.15034, 0.98210], [0.68528, -4.26610, 1.61874], [2.23285, -3.50373, 1.62039], [-2.82184, -1.15798, -2.31487], [-5.12997, -3.19509, -2.44834], [-5.21242, -1.54702, -1.83742], [-4.44410, -2.84107, -0.93007], [-3.71495, -3.17996, -4.46540], [-2.40264, -2.02268, -4.65855], [-4.07969, -1.47140, -4.52256], [3.49449, 4.61828, 6.57280], [3.32724, 3.30577, 5.85540], [4.46339, 2.59559, 5.51506], [4.34284, 1.34000, 4.89453], [3.10271, 0.81220, 4.57379], [1.95113, 1.51854, 4.90309], [2.07383, 2.78153, 5.54139], [2.98019, -0.66099, 3.53803], [2.00487, -1.57662, 4.11615], [4.30005, -1.12399, 3.24245], [2.17234, -0.08965, 2.18163], [2.79846, 0.00581, 1.00858], [4.15656, 0.48633, 0.90044], [4.88714, 0.14579, -0.20786], [4.26086, -0.61642, -1.22765], [2.87039, -0.74186, -1.18996], [2.10217, -0.30883, -0.18441], [3.88746, 4.55046, 7.59990], [2.57627, 5.16537, 6.60938], [4.19862, 5.25319, 6.03013], [5.41872, 3.06911, 5.68324], [5.25367, 0.76149, 4.60644], [0.99805, 1.11273, 4.67440], [1.17807, 3.38516, 5.73724], [4.61745, 0.94169, 1.77684], [5.93788, 0.40310, -0.32133], [4.80090, -0.90183, -2.15106], [2.34399, -1.16095, -2.10452]], "mulliken_charge": [2.337, -1.083, 0.935, -0.969, 0.510, -0.659, -0.415, 0.385, -1.269, 0.395, 0.144, 0.293, 0.273, 0.231, 0.415, -1.726, 3.148, -1.682, -0.366, -0.449, -1.474, -0.539, 0.560, 1.896, -1.719, -1.381, -0.063, 1.117, -0.516, -0.339, 1.015, -0.341, 0.161, -0.534, -1.328, -0.627, 0.508, 1.756, -1.536, -1.937, 2.773, -1.804, -1.523, 0.342, 0.410, 0.421, -1.399, 0.467, 0.267, 0.349, 0.481, 0.358, 0.169, -0.679, 0.383, 0.398, 0.405, 0.410, 0.246, 0.426, 0.359, 0.284, 0.308, 0.399, 0.388, -0.952, 0.447, 0.417, 0.352, 0.518, 0.460, 0.248, -1.798, 0.456, 0.284, 0.549, 0.457, 0.268, 0.359, -1.521, 1.059, -0.674, -0.350, -0.114, -0.439, -0.884, 1.460, -0.766, -0.653, 0.446, -0.712, -0.873, -0.775, -1.099, 0.350, 0.637, 0.313, 0.366, 0.361, 0.408, 0.421, 0.375, 0.288, 0.513, 0.501, 0.448, 0.083], "spin_multiplicity": 5, "s2": 6.03, "charge": 1, "homo_lumo_gap_ev": [6.90, 5.97]}

---

# 2
{"formula": "C41H54AsCoNO7PS2", "method": "ωB97M-V with the def2-TZVPD basis set", "elements": ["Co", "O", "As", "O", "O", "C", "C", "C", "C", "C", "C", "S", "O", "O", "O", "H", "H", "H", "H", "H", "C", "C", "C", "C", "C", "C", "C", "C", "S", "C", "N", "C", "C", "C", "C", "C", "C", "C", "C", "H", "H", "H", "H", "H", "H", "H", "H", "H", "H", "H", "H", "H", "H", "H", "H", "O", "P", "C", "C", "C", "C", "C", "C", "C", "C", "C", "C", "C", "C", "C", "C", "C", "C", "C", "C", "H", "H", "H", "H", "H", "H", "H", "H", "H", "H", "H", "H", "H", "H", "H", "H", "H", "H", "H", "H", "H", "H", "H", "H", "H", "H", "H", "H", "H", "H", "H", "H", "H"], "xyz": [[1.51818, -0.66120, 0.79250], [0.33450, -4.56933, 1.88262], [0.19619, -2.98445, 2.72675], [-1.16630, -3.20156, 3.59890], [0.19655, -1.90488, 1.44123], [1.94845, -2.96008, 3.55911], [2.65054, -4.15938, 3.62180], [3.96001, -4.18358, 4.07993], [4.58310, -3.00537, 4.46280], [3.88517, -1.80828, 4.41280], [2.57231, -1.78909, 3.97059], [1.67704, -0.24083, 3.96497], [0.29299, -0.64948, 4.09415], [2.21910, 0.55340, 5.04265], [1.98566, 0.34470, 2.63807], [-0.44563, -5.04523, 2.19452], [2.17452, -5.06842, 3.28264], [4.49564, -5.12381, 4.12175], [5.60927, -3.01855, 4.80832], [4.33550, -0.87870, 4.73407], [0.12968, 5.93688, -0.53793], [0.57843, 5.09791, 0.66528], [1.04789, 6.02977, 1.78942], [-0.62666, 4.29981, 1.16608], [1.73143, 4.18542, 0.24752], [2.91425, 4.75143, -0.26768], [3.98739, 3.98259, -0.67223], [3.89134, 2.59941, -0.55601], [5.03221, 1.34447, -0.96112], [3.89125, 0.15014, -0.40779], [2.76798, 0.65048, 0.02862], [2.73029, 2.02488, -0.03819], [1.64961, 2.81051, 0.35934], [4.01979, -1.29388, -0.38212], [5.12834, -1.99011, -0.86109], [5.11374, -3.37224, -0.82449], [3.98924, -4.02370, -0.32022], [2.89581, -3.31156, 0.15718], [2.87014, -1.91275, 0.15762], [-0.69691, 6.59237, -0.25222], [-0.21138, 5.29318, -1.34860], [0.93844, 6.56214, -0.91898], [0.23359, 6.69023, 2.09702], [1.88446, 6.65237, 1.46908], [1.36855, 5.45228, 2.65745], [-1.42507, 4.98736, 1.45354], [-0.37868, 3.69041, 2.03592], [-1.01581, 3.63820, 0.38766], [2.99255, 5.82827, -0.35452], [4.88096, 4.45150, -1.06327], [0.78282, 2.30320, 0.75195], [5.98802, -1.45961, -1.25793], [5.96118, -3.94137, -1.18621], [3.97039, -5.10793, -0.29613], [2.04055, -3.86366, 0.52817], [0.01302, 0.25817, -0.46867], [-1.31159, -0.15623, -1.06633], [-2.35959, -0.82338, 0.25287], [-3.64741, -1.61728, -0.03719], [-4.65083, -1.49213, 1.11767], [-3.91147, -1.51184, 2.45232], [-3.05088, -0.25355, 2.61400], [-2.61431, 0.31587, 1.25955], [-0.95904, -1.24898, -2.49873], [-2.07802, -1.84598, -3.37180], [-2.61040, -3.20477, -2.91715], [-1.49340, -4.18720, -2.58021], [-0.52672, -3.58112, -1.56817], [0.09149, -2.31009, -2.13321], [-2.07306, 1.38570, -1.69187], [-1.09304, 2.19117, -2.56005], [-1.80107, 3.43570, -3.08737], [-2.93756, 3.05964, -4.05736], [-3.42783, 1.62736, -3.82875], [-3.47571, 1.28967, -2.34134], [-1.62763, -1.47494, 0.74440], [-3.38111, -2.67088, -0.13489], [-4.12542, -1.32922, -0.97685], [-5.37281, -2.31017, 1.05098], [-5.22566, -0.56368, 1.02494], [-3.26491, -2.39187, 2.50450], [-4.60726, -1.60208, 3.28851], [-2.18019, -0.50772, 3.22055], [-3.61308, 0.51874, 3.14861], [-1.70334, 0.90434, 1.39435], [-3.38135, 0.99059, 0.86099], [-0.43934, -0.51001, -3.12301], [-1.64321, -1.97584, -4.37009], [-2.90671, -1.14705, -3.49705], [-3.25480, -3.60845, -3.70373], [-3.24252, -3.08242, -2.03955], [-0.93701, -4.43795, -3.49168], [-1.92088, -5.12057, -2.20550], [0.26681, -4.28626, -1.31732], [-1.03885, -3.36308, -0.62449], [0.64142, -2.56200, -3.04863], [0.81874, -1.89612, -1.43867], [-2.17070, 1.95067, -0.75744], [-0.73556, 1.59930, -3.40857], [-0.21174, 2.44417, -1.96958], [-1.09250, 4.10377, -3.57984], [-2.20343, 3.99147, -2.23371], [-2.59631, 3.16096, -5.09060], [-3.77086, 3.75695, -3.93833], [-2.75855, 0.92650, -4.33414], [-4.41221, 1.48734, -4.28169], [-3.92176, 0.30718, -2.19463], [-4.14840, 1.99336, -1.84135]], "mulliken_charge": [-0.003, -0.801, 0.492, -0.886, 0.277, 0.325, -0.658, -0.576, -0.564, -0.763, 0.092, 1.198, -0.760, -0.817, -0.757, 0.299, 0.435, 0.390, 0.386, 0.483, -1.767, 2.272, -1.918, -1.760, 0.007, -0.326, -1.260, 0.854, -0.531, 0.808, 1.082, -1.233, 0.417, 0.278, -0.845, -0.943, -1.316, 1.387, -0.284, 0.475, 0.239, 0.325, 0.457, 0.327, 0.400, 0.596, 0.412, 0.010, 0.414, 0.376, 0.230, 0.431, 0.365, 0.475, 0.756, -0.795, 0.415, 3.676, -0.808, -1.306, -0.561, -0.503, -1.011, 0.511, -1.346, -0.474, -1.354, 0.534, -0.367, 0.983, -0.455, -0.870, -1.010, -0.880, -0.646, -1.817, 0.422, 0.150, 0.594, 0.324, 0.119, 0.522, -0.079, 0.553, -0.385, 0.441, 0.608, 0.534, 0.090, 0.474, -0.023, 0.434, 0.466, 0.529, -0.571, 0.748, -0.873, -0.336, 0.491, 0.041, 0.489, 0.302, 0.334, 0.330, 0.199, 0.621, 0.162, 0.371], "spin_multiplicity": 2, "s2": 0.76, "charge": -1, "homo_lumo_gap_ev": [7.62, 7.27]}